Below is one molecule with the formula C20H22ClN3O3S in a non-equilibrium geometry, with properties calculated with ωB97M-V/def2-TZVPD.

Last column: Löwdin charge in e.
CARTESIAN COORDINATES (ANGSTROEM)
C  -1.87477  6.39567  -3.08159  -0.11
C  -1.31422  5.73373  -1.82924  -0.26
C  0.19055  5.95988  -1.69909  -0.22
C  0.76029  5.30837  -0.43468  -0.12
C  0.54163  3.80388  -0.41760  -0.48
O  -0.19281  3.25279  0.36940  0.08
N  1.26463  3.16081  -1.38139  0.13
C  1.30651  1.80055  -1.69458  -0.21
C  2.11272  1.40147  -2.76184  -0.04
C  2.18627  0.06724  -3.10664  -0.07
C  1.47422  -0.89215  -2.40841  -0.05
C  0.67166  -0.50023  -1.34199  -0.21
C  0.58676  0.84737  -0.98997  0.06
H  -0.03738  1.15424  -0.16624  0.11
N  -0.09166  -1.37245  -0.56711  0.10
C  -0.18687  -2.70688  -0.56522  -0.78
S  0.58547  -3.81325  -1.50938  0.71
N  -1.06117  -3.24342  0.38530  0.09
C  -1.76670  -2.60937  1.35451  -0.44
O  -1.80745  -1.40482  1.51089  0.08
C  -2.54675  -3.57017  2.25196  -0.09
O  -2.01183  -4.86715  2.29058  -0.09
C  -0.80301  -5.05512  2.90731  -0.29
C  -0.02136  -4.04909  3.45872  -0.01
C  1.19440  -4.35605  4.04890  -0.07
C  1.64565  -5.66137  4.09277  -0.09
C  0.87810  -6.67468  3.54216  -0.10
C  -0.33504  -6.37294  2.95441  -0.59
Cl  -1.30212  -7.62015  2.25610  0.72
H  1.21511  -7.69859  3.56269  0.11
H  2.59382  -5.89560  4.54999  0.10
H  1.78832  -3.56046  4.47128  0.11
H  -0.34678  -3.02093  3.43076  0.11
H  -2.63796  -3.12687  3.25098  0.15
H  -3.55316  -3.68299  1.83441  0.15
H  -1.11723  -4.25769  0.35304  0.12
H  -0.66126  -0.90775  0.14813  0.12
H  1.54488  -1.92679  -2.69241  0.02
H  2.80870  -0.23682  -3.93419  0.11
H  2.67643  2.13891  -3.31548  0.11
H  1.84813  3.73909  -1.96996  0.14
H  0.26205  5.72064  0.44350  0.12
H  1.83014  5.51679  -0.35640  0.12
H  0.69006  5.56476  -2.58802  0.11
H  0.39244  7.03304  -1.66141  0.12
H  -1.81486  6.13748  -0.94733  0.12
H  -1.51860  4.66146  -1.85958  0.11
H  -1.40618  5.98627  -3.97433  0.07
H  -2.94684  6.23104  -3.15250  0.07
H  -1.69293  7.46826  -3.06119  0.07

Frontier orbital gap   8.6 eV
Net charge   0
Energy above the lowest of the compared OMol25 structures with the same formula, charge and spin   0.0 kcal/mol
Molar mass   419.93 g/mol
DFT total energy   -2023.75443 Eh
SMILES   CCCCC(=O)Nc1cccc(NC(=S)NC(=O)COc2ccccc2Cl)c1
HOMO   -8.3 eV
LUMO   0.272 eV



Below is one molecule with the formula C20H22ClN3O4 in a non-equilibrium geometry, with properties calculated with ωB97M-V/def2-TZVPD.

Last column: Löwdin charge in e.
CARTESIAN COORDINATES (ANGSTROEM)
O  -3.71467  2.23665  3.98147  0.10
Cl  5.06261  1.41857  2.60102  0.65
N  -0.26402  -0.53162  -0.26304  0.20
N  2.99110  -1.92546  1.74258  0.16
N  -1.75000  2.43363  -1.22460  0.17
O  -2.58891  2.44380  1.95595  0.12
O  0.36692  1.65558  -0.34429  0.17
O  5.01255  -1.70162  2.78297  -0.02
C  -3.62732  2.02043  2.79163  -0.46
C  0.60454  0.35600  0.10711  -0.23
C  1.95184  -1.45145  1.09226  -0.08
C  -2.97313  2.04158  -1.51009  -0.13
C  3.90288  -1.14926  2.23425  -0.32
C  -0.86673  1.48004  -0.87831  -0.27
C  2.77034  0.77527  1.31180  -0.02
C  -2.55257  -0.26058  -1.14815  0.05
C  3.83996  0.28680  1.96618  -0.51
C  -1.31169  0.17969  -0.80291  -0.21
C  1.79036  -0.15383  0.77347  -0.11
C  -3.39799  0.73415  -1.52789  -0.23
C  5.93217  -3.28639  1.01150  -0.05
C  6.69025  -3.33676  3.26854  -0.07
C  -4.74477  1.17441  2.20926  -0.09
C  -4.82587  0.33644  -1.80000  -0.16
C  -5.48135  1.82931  0.96611  -0.15
C  -5.63724  -0.25302  -0.65251  -0.20
C  -6.38206  0.81728  0.16832  -0.17
C  5.47024  -3.03626  2.44433  -0.42
H  -2.86469  2.34469  1.09031  0.01
H  1.22781  -2.20470  0.83524  0.12
H  -3.75279  2.72232  -1.91534  0.14
H  2.74036  1.77502  0.92363  0.12
H  -2.80666  -1.31955  -0.94399  0.15
H  6.67951  -2.47718  0.79795  0.11
H  6.31422  -4.25083  1.00650  0.06
H  5.19261  -3.17043  0.21969  0.08
H  7.44841  -2.56722  3.01728  0.09
H  7.25163  -4.29466  3.29089  0.09
H  6.44708  -3.22158  4.36807  0.10
H  -5.51206  0.94213  2.91013  0.11
H  -4.26916  0.18625  1.98034  0.13
H  -5.38132  1.06859  -2.38910  0.12
H  -4.81071  -0.53797  -2.52232  0.13
H  -4.80912  2.30576  0.33307  0.05
H  -6.06119  2.67592  1.38021  0.13
H  -4.87569  -0.76917  -0.12475  0.08
H  -6.37954  -0.94628  -0.93930  0.10
H  -7.05327  0.24013  0.86497  0.12
H  -7.02815  1.34862  -0.46714  0.08
H  4.63987  -3.76864  2.59017  0.15

Frontier orbital gap   8.4 eV
Net charge   0
Energy above the lowest of the compared OMol25 structures with the same formula, charge and spin   73.4 kcal/mol
Molar mass   403.87 g/mol
DFT total energy   -1700.69455 Eh
SMILES   CC(C)Oc1ncc(-c2nc3cc(CCCCCC(=O)O)cnc3o2)cc1Cl
HOMO   -8.7 eV
LUMO   -0.309 eV



Below is one molecule with the formula C20H22ClN3OS, with properties calculated with ωB97M-V/def2-TZVPD.

Last column: Löwdin charge in e.
CARTESIAN COORDINATES (ANGSTROEM)
C  2.55089  -2.80957  3.74949  -0.05
C  2.29421  -3.21922  2.33292  -0.27
C  1.47289  -2.48606  1.51117  0.00
C  1.24323  -2.88075  0.18518  -0.15
C  0.41917  -2.18413  -0.72375  -0.38
C  0.24703  -2.62918  -2.03915  -0.24
C  -0.60422  -1.78383  -2.79169  -0.04
C  -1.07015  -0.72710  -2.07163  -0.38
S  -0.47967  -0.73694  -0.42951  1.15
C  -1.95636  0.33684  -2.59340  -0.51
O  -2.34033  0.31955  -3.74944  0.06
N  -2.30608  1.27952  -1.69633  0.05
H  -1.86007  1.35135  -0.78437  0.07
C  -3.04062  2.46162  -2.07412  -0.17
C  -2.23063  3.72633  -1.78564  -0.16
H  -2.78343  4.59021  -2.15753  0.11
H  -1.28126  3.67793  -2.32025  0.11
C  -1.97933  3.91994  -0.28891  -0.20
N  -1.16153  2.86674  0.28369  -0.21
C  0.24945  2.92610  -0.08728  -0.18
C  1.00632  2.17791  1.02278  -0.17
H  1.79124  2.80868  1.43832  0.11
H  1.46970  1.26734  0.64764  0.08
C  -0.06241  1.86525  2.07894  -0.18
H  0.30204  1.99578  3.09569  0.11
H  -0.42109  0.84294  1.96293  0.07
C  -1.18466  2.83739  1.73723  -0.19
H  -2.16172  2.50138  2.08935  0.12
H  -0.97905  3.83194  2.16827  0.13
H  0.39499  2.46163  -1.06478  0.11
H  0.59502  3.97027  -0.15164  0.12
H  -1.52051  4.91245  -0.12369  0.12
H  -2.94102  3.90702  0.23270  0.12
H  -3.98428  2.49386  -1.51735  0.12
H  -3.26340  2.37858  -3.14101  0.12
H  -0.86216  -1.94361  -3.82247  0.12
C  0.93462  -3.81694  -2.39800  -0.68
N  1.69248  -4.48518  -1.59364  0.10
C  1.86774  -4.05347  -0.32144  -0.22
C  2.70198  -4.79109  0.53517  0.00
C  2.90547  -4.38043  1.82502  -0.03
H  3.54920  -4.95356  2.47656  0.11
H  3.17054  -5.67976  0.14388  0.11
Cl  0.76223  -4.42234  -3.99652  0.72
H  0.98872  -1.58866  1.87171  0.10
H  2.23304  -3.59604  4.43282  0.08
H  2.01575  -1.89606  3.99494  0.07
H  3.61600  -2.64462  3.90716  0.08

Frontier orbital gap   8.4 eV
Net charge   0
Energy above the lowest of the compared OMol25 structures with the same formula, charge and spin   0.0 kcal/mol
Molar mass   387.94 g/mol
DFT total energy   -1873.26959 Eh
SMILES   Cc1ccc2nc(Cl)c3cc(C(=O)NCCCN4CCCC4)sc3c2c1
HOMO   -8.5 eV
LUMO   -0.125 eV



Below is C20H22ClN4Rh as an isolated structure in a non-equilibrium geometry, with properties calculated with ωB97M-V/def2-TZVPD.

Last column: Mulliken spin population.
CARTESIAN COORDINATES (ANGSTROEM)
Rh  0.44132  0.89176  -0.61915  2.53
C  -0.16123  -2.12426  -0.89832  0.00
C  1.05882  -2.42753  -0.03532  -0.01
C  2.32608  -1.62605  -0.23859  0.02
C  3.53720  -2.29879  -0.30050  0.00
C  4.72736  -1.59566  -0.38456  0.01
C  4.68363  -0.21003  -0.39880  0.00
C  3.45007  0.39796  -0.34891  0.01
N  2.28742  -0.27682  -0.27570  0.07
N  -0.89601  -0.91023  -0.47466  0.09
C  -2.04355  -0.64230  -1.36207  0.04
C  -2.55547  0.76802  -1.15031  -0.04
C  -3.86280  1.10426  -1.44796  0.01
C  -4.28382  2.41091  -1.24953  0.01
C  -3.38555  3.33872  -0.74243  0.00
C  -2.09888  2.92692  -0.46617  -0.01
N  -1.68026  1.66744  -0.66467  0.10
C  -1.40928  -1.03540  0.91949  -0.01
C  -0.58085  -0.34644  1.96805  -0.01
C  -0.66025  -0.72303  3.30033  0.00
C  0.04622  0.00281  4.24301  0.00
C  0.82134  1.07994  3.83061  0.01
C  0.86662  1.37834  2.48734  0.01
N  0.17316  0.68123  1.57287  0.12
H  -0.84412  -2.98014  -0.86738  0.00
H  0.12582  -1.98086  -1.94187  0.01
H  1.31261  -3.47426  -0.20249  0.00
H  0.79082  -2.37670  1.02465  0.00
H  3.53594  -3.37979  -0.27387  0.00
H  5.67059  -2.12301  -0.43382  0.00
H  5.58094  0.38885  -0.45497  0.00
H  3.37625  1.47930  -0.37041  0.00
H  -2.84481  -1.36603  -1.17848  0.00
H  -1.72776  -0.78867  -2.39574  0.01
H  -4.54350  0.35132  -1.82274  0.00
H  -5.30075  2.69970  -1.47911  0.00
H  -3.67297  4.36457  -0.56272  0.00
H  -1.36553  3.61566  -0.06618  0.00
H  -1.54264  -2.09141  1.16866  0.00
H  -2.40733  -0.59418  0.95442  0.00
H  -1.27127  -1.56840  3.58802  0.00
H  -0.00191  -0.26676  5.28968  0.00
H  1.38709  1.67436  4.53335  0.00
H  1.47080  2.19561  2.11309  0.01
Cl  1.10626  2.12098  -2.84871  0.15
C  0.23789  0.73652  -3.41605  0.82
H  0.86825  -0.04110  -3.82045  0.00
H  -0.74194  0.97266  -3.80090  0.02

Frontier orbital gap (spin up / spin down)   9.2 / 7.7 eV
Net charge   +2
2S+1   5
Molar mass   456.78 g/mol
DFT total energy   -1564.48053 Eh
HOMO (spin up / spin down)   -14.7 / -15.8 eV
LUMO (spin up / spin down)   -5.416 / -8.049 eV
<S²>   6.0104



> What is the formula in the third record?

C20H22ClN3OS



> Which of these has the lowest molar mass?

C20H22ClN3OS